Record 1
{
  "formula": "C2H3Cl2O2S",
  "method": "ωB97M-V with the def2-TZVPD basis set",
  "symbols": ["C", "C", "O", "O", "S", "Cl", "Cl", "H", "H", "H"],
  "coordinates": [[-1.030, 0.547, -1.706], [0.007, -0.125, 0.976], [2.346, -1.303, 0.366], [2.326, 0.583, 1.969], [1.674, -0.651, 1.499], [-2.710, 0.832, -1.587], [-0.950, -1.574, 0.840], [-0.452, 1.456, -1.756], [-0.754, -0.276, -2.334], [-0.457, 0.509, 1.733]],
  "lowdin_spin": [0.7327, 0.4722, 0.1062, 0.1079, 0.2423, 0.1741, 0.0762, 0.0348, 0.0358, 0.0178],
  "s_squared": 2.01,
  "e_homo_ev": [-3.228, -3.651],
  "de_lowest_kcal_mol": 25.3,
  "gap_ev": [6.454, 6.338],
  "e_lumo_ha": [0.119, 0.099],
  "multiplicity": 3,
  "charge": -1
}

Record 2
{
  "formula": "CH2N2OS2",
  "method": "ωB97M-V with the def2-TZVPD basis set",
  "symbols": ["C", "N", "N", "O", "S", "S", "H", "H"],
  "coordinates": [[-1.216, -0.443, 0.781], [1.993, 0.633, -0.165], [1.120, 0.901, 0.453], [2.827, 0.247, -0.842], [-1.652, 0.822, -0.196], [-0.660, -1.933, 0.184], [-2.248, 1.507, 0.826], [-0.165, -1.733, -1.042]],
  "lowdin_charge": [-1.0553, -0.3019, 0.1954, 0.1216, 0.6578, 0.6453, -0.1041, -0.1588],
  "e_homo_ev": -8.710,
  "de_lowest_kcal_mol": 76.6,
  "gap_ev": 8.608,
  "e_lumo_ha": -0.004
}

Record 3
{
  "formula": "C3H8NO2",
  "method": "ωB97M-V with the def2-TZVPD basis set",
  "symbols": ["C", "C", "C", "N", "O", "O", "H", "H", "H", "H", "H", "H", "H", "H"],
  "coordinates": [[-0.628, 1.074, 1.610], [-0.154, -0.290, -2.929], [0.024, -0.996, 0.644], [0.430, 0.072, 1.173], [1.659, 0.401, 1.413], [-0.120, -0.563, -1.782], [-0.266, 1.697, 2.409], [-1.412, 0.417, 1.922], [-0.897, 1.609, 0.682], [2.292, -0.107, 0.937], [0.732, 0.101, -3.528], [-1.182, -0.405, -3.453], [0.552, -1.929, 0.486], [-1.029, -1.081, 0.416]],
  "lowdin_charge": [0.1026, -0.1017, 0.1308, -0.2168, 0.1515, -0.0369, 0.1120, 0.0942, 0.1254, 0.1418, 0.1117, 0.1191, 0.1418, 0.1245],
  "e_homo_ev": -14.154,
  "de_lowest_kcal_mol": 104.8,
  "gap_ev": 9.980,
  "e_lumo_ha": -0.153,
  "charge": 1
}

Record 4
{
  "formula": "C8H32O8",
  "method": "ωB97M-V with the def2-TZVPD basis set",
  "symbols": ["C", "O", "H", "H", "H", "H", "C", "O", "H", "H", "H", "H", "C", "O", "H", "H", "H", "H", "C", "O", "H", "H", "H", "H", "C", "O", "H", "H", "H", "H", "C", "O", "H", "H", "H", "H", "C", "O", "H", "H", "H", "H", "C", "O", "H", "H", "H", "H"],
  "coordinates": [[12.697, 11.255, 10.799], [13.319, 10.420, 9.797], [13.177, 12.215, 10.911], [11.622, 11.449, 10.517], [12.646, 10.509, 11.598], [12.847, 10.561, 8.969], [10.515, 7.077, 5.508], [9.413, 7.409, 6.216], [11.337, 7.232, 6.175], [10.701, 6.062, 5.200], [10.668, 7.677, 4.648], [8.647, 6.942, 5.858], [7.369, 5.180, 7.092], [6.845, 6.350, 6.504], [7.398, 5.348, 8.188], [6.721, 4.302, 6.971], [8.342, 4.823, 6.696], [6.483, 6.869, 7.248], [5.583, 8.959, 9.499], [6.498, 7.993, 9.136], [5.579, 9.814, 8.829], [4.623, 8.531, 9.349], [5.744, 9.408, 10.504], [7.394, 8.237, 9.094], [11.267, 11.224, 5.838], [12.042, 11.267, 6.960], [11.140, 12.215, 5.465], [11.677, 10.600, 5.006], [10.297, 10.749, 6.036], [12.762, 11.849, 6.864], [13.506, 5.969, 6.920], [12.784, 6.714, 7.852], [14.441, 6.463, 6.602], [13.686, 4.950, 7.301], [12.943, 5.918, 5.964], [13.342, 7.430, 8.248], [10.267, 8.135, 9.571], [9.293, 8.506, 8.608], [9.768, 8.168, 10.529], [10.706, 7.150, 9.452], [11.085, 8.907, 9.559], [9.359, 7.893, 7.847], [8.803, 11.360, 10.363], [9.190, 11.649, 9.020], [7.877, 11.774, 10.702], [8.722, 10.272, 10.510], [9.620, 11.605, 11.042], [9.052, 10.881, 8.466]],
  "lowdin_charge": [-0.1275, -0.1566, 0.0707, 0.0640, 0.0843, 0.0262, -0.1764, -0.1003, 0.0498, 0.0844, 0.0764, 0.0716, -0.1634, -0.1302, 0.0914, 0.0738, 0.0841, 0.0690, -0.1683, -0.1016, 0.0762, 0.0695, 0.0902, 0.0143, -0.1805, -0.0892, 0.0733, 0.0870, 0.0849, 0.0664, -0.1793, -0.1437, 0.0889, 0.0852, 0.0647, 0.1121, -0.1261, -0.1605, 0.0705, 0.0755, 0.0850, 0.0447, -0.1521, -0.1120, 0.0659, 0.0623, 0.0606, 0.0443],
  "e_homo_ev": -10.051,
  "de_lowest_kcal_mol": 89.2,
  "gap_ev": 10.698,
  "e_lumo_ha": 0.024,
  "smiles": "CO.CO.CO.CO.CO.CO.CO.CO"
}

Record 5
{
  "formula": "C24H69BMnN4O10",
  "method": "ωB97M-V with the def2-TZVPD basis set",
  "symbols": ["Mn", "C", "C", "O", "H", "H", "H", "H", "H", "B", "H", "H", "H", "H", "C", "O", "C", "C", "N", "C", "C", "O", "C", "H", "H", "H", "H", "H", "H", "H", "H", "H", "H", "H", "H", "H", "H", "H", "C", "C", "O", "O", "H", "H", "H", "H", "H", "H", "C", "C", "O", "O", "H", "H", "H", "H", "H", "H", "C", "C", "C", "O", "C", "N", "H", "H", "H", "H", "H", "H", "H", "H", "H", "H", "H", "C", "C", "C", "O", "C", "N", "H", "H", "H", "H", "H", "H", "H", "H", "H", "H", "H", "C", "C", "C", "O", "C", "N", "H", "H", "H", "H", "H", "H", "H", "H", "H", "H", "H"],
  "coordinates": [[6.653, 20.444, 5.260], [8.974, 22.544, 6.701], [8.364, 23.044, 5.388], [7.581, 22.186, 4.603], [8.311, 22.008, 7.378], [9.337, 23.473, 7.152], [9.877, 21.944, 6.538], [9.178, 23.466, 4.788], [7.666, 23.834, 5.702], [5.000, 21.145, 6.645], [4.660, 20.327, 5.930], [5.942, 20.807, 7.204], [5.441, 21.928, 5.947], [4.209, 21.612, 7.339], [4.208, 27.908, 3.212], [4.877, 29.193, 3.396], [5.642, 29.344, 4.586], [6.560, 28.148, 4.888], [7.378, 27.820, 3.754], [8.019, 26.524, 3.909], [8.334, 25.810, 2.568], [7.648, 26.282, 1.435], [8.268, 27.426, 0.850], [3.922, 27.492, 4.175], [4.905, 27.287, 2.650], [3.377, 28.206, 2.579], [4.964, 29.604, 5.406], [6.263, 30.216, 4.369], [5.950, 27.333, 5.306], [7.194, 28.481, 5.717], [6.904, 27.718, 2.865], [7.394, 25.799, 4.445], [9.021, 26.517, 4.354], [8.076, 24.774, 2.806], [9.420, 25.719, 2.445], [8.298, 28.342, 1.445], [7.747, 27.616, -0.084], [9.318, 27.172, 0.673], [4.560, 23.939, 4.229], [3.093, 23.990, 3.875], [2.372, 24.707, 4.873], [5.264, 23.166, 3.282], [4.670, 23.515, 5.229], [4.929, 24.970, 4.283], [2.607, 23.007, 3.887], [2.924, 24.430, 2.890], [2.874, 24.815, 5.685], [6.175, 22.917, 3.538], [11.527, 19.309, 8.631], [10.431, 18.663, 7.817], [9.168, 19.179, 8.212], [12.784, 19.037, 8.049], [11.545, 19.064, 9.689], [11.351, 20.386, 8.478], [10.478, 17.577, 8.021], [10.525, 18.664, 6.726], [8.473, 18.760, 7.702], [13.182, 19.721, 7.517], [11.716, 25.874, 6.528], [12.741, 26.689, 5.785], [12.676, 28.187, 6.180], [13.829, 28.943, 5.881], [14.118, 29.043, 4.502], [14.063, 26.124, 6.086], [10.682, 26.014, 6.194], [11.602, 26.047, 7.606], [11.920, 24.801, 6.521], [12.572, 26.667, 4.704], [12.524, 28.255, 7.257], [11.854, 28.630, 5.599], [14.403, 28.093, 4.043], [14.972, 29.718, 4.435], [13.292, 29.519, 3.963], [14.736, 26.854, 5.833], [14.199, 26.152, 7.099], [5.019, 19.088, 1.430], [5.864, 19.190, 2.697], [7.380, 19.432, 2.439], [8.105, 19.349, 3.648], [9.487, 19.598, 3.610], [5.347, 20.290, 3.533], [5.242, 19.987, 0.843], [3.940, 19.043, 1.562], [5.286, 18.285, 0.737], [5.826, 18.259, 3.273], [7.518, 20.406, 1.961], [7.655, 18.617, 1.761], [9.952, 19.023, 4.408], [9.749, 20.648, 3.782], [9.963, 19.394, 2.647], [4.376, 20.042, 3.705], [5.333, 21.170, 3.012], [8.181, 23.568, 12.630], [8.118, 23.521, 11.082], [7.974, 24.985, 10.676], [7.797, 25.021, 9.261], [7.663, 26.278, 8.631], [9.313, 22.826, 10.575], [7.870, 22.590, 13.011], [7.778, 24.392, 13.218], [9.217, 23.569, 12.996], [7.277, 22.947, 10.694], [8.837, 25.609, 10.929], [7.041, 25.387, 11.083], [6.867, 26.831, 9.137], [7.332, 26.103, 7.605], [8.650, 26.739, 8.528], [9.622, 23.136, 9.662], [9.033, 21.860, 10.466]],
  "lowdin_spin": [4.6732, 0.0045, 0.0109, 0.0827, 0.0023, 0.0001, 0.0001, 0.0017, 0.0009, 0.0624, 0.0164, 0.0123, 0.0166, 0.0065, 0.0000, 0.0000, 0.0000, 0.0000, 0.0000, 0.0001, 0.0001, 0.0000, 0.0000, 0.0000, 0.0000, 0.0000, 0.0000, 0.0000, 0.0000, 0.0000, 0.0000, 0.0001, 0.0000, 0.0001, 0.0000, 0.0000, 0.0000, 0.0000, 0.0016, 0.0001, 0.0000, 0.0000, 0.0015, 0.0000, 0.0001, 0.0000, 0.0000, -0.0001, 0.0000, 0.0001, 0.0032, 0.0000, 0.0000, 0.0000, 0.0000, 0.0001, 0.0021, 0.0000, 0.0000, 0.0000, 0.0000, 0.0000, 0.0000, 0.0000, 0.0000, 0.0000, 0.0000, 0.0000, 0.0000, 0.0000, 0.0000, 0.0000, 0.0000, 0.0000, 0.0000, 0.0029, 0.0075, 0.0016, 0.0308, 0.0030, 0.0444, 0.0002, 0.0002, 0.0005, 0.0019, 0.0000, 0.0003, 0.0003, 0.0002, 0.0006, 0.0030, 0.0026, 0.0000, 0.0000, 0.0000, 0.0000, 0.0000, 0.0000, 0.0000, 0.0000, 0.0000, 0.0000, 0.0000, 0.0000, 0.0000, 0.0000, 0.0000, 0.0000, 0.0000],
  "s_squared": 8.75,
  "e_homo_ev": [-8.625, -8.652],
  "de_lowest_kcal_mol": 53.6,
  "gap_ev": [8.386, 8.021],
  "e_lumo_ha": [-0.009, -0.023],
  "multiplicity": 6
}

Record 6
{
  "formula": "C41H58BrIN7O4P",
  "method": "ωB97M-V with the def2-TZVPD basis set",
  "symbols": ["C", "C", "C", "C", "C", "P", "O", "O", "C", "O", "O", "C", "C", "C", "C", "I", "C", "Br", "C", "C", "H", "H", "H", "H", "H", "H", "H", "H", "H", "H", "H", "H", "H", "H", "H", "H", "H", "H", "H", "H", "H", "H", "H", "C", "C", "C", "N", "C", "H", "H", "H", "H", "H", "C", "C", "C", "N", "C", "H", "H", "H", "H", "H", "C", "C", "C", "N", "C", "H", "H", "H", "H", "H", "C", "C", "C", "N", "C", "H", "H", "H", "H", "H", "C", "C", "C", "N", "C", "H", "H", "H", "H", "H", "C", "C", "C", "N", "C", "H", "H", "H", "H", "H", "C", "C", "C", "N", "C", "H", "H", "H", "H", "H"],
  "coordinates": [[-0.230, -4.014, -0.258], [-0.971, -3.159, -1.279], [-0.094, -2.707, -2.463], [1.110, -1.804, -2.125], [0.967, -0.294, -2.312], [-0.832, 0.306, -2.424], [-1.336, 0.197, -3.818], [1.483, 0.093, -3.623], [1.622, 1.448, -3.577], [1.615, 2.204, -4.519], [1.766, 1.830, -2.275], [1.924, 0.591, -1.479], [3.432, 0.325, -1.642], [4.038, -0.932, -0.962], [4.947, -0.610, 0.239], [5.242, -1.934, -2.468], [1.638, 0.910, 0.003], [0.043, 0.028, 0.704], [1.574, 2.409, 0.310], [1.350, 2.700, 1.810], [0.362, -4.790, -0.741], [0.437, -3.403, 0.360], [-0.923, -4.503, 0.430], [-1.484, -2.327, -0.796], [-1.759, -3.778, -1.723], [0.337, -3.634, -2.858], [-0.696, -2.296, -3.277], [1.409, -2.006, -1.094], [1.966, -2.095, -2.746], [-1.573, -0.477, -1.538], [-0.842, 1.619, -1.921], [3.702, 0.326, -2.692], [3.911, 1.205, -1.201], [3.280, -1.648, -0.657], [4.831, -1.381, 1.006], [5.997, -0.567, -0.045], [4.662, 0.337, 0.706], [2.461, 0.511, 0.597], [0.765, 2.864, -0.258], [2.537, 2.836, 0.023], [0.286, 2.815, 2.021], [1.750, 1.906, 2.444], [1.825, 3.643, 2.082], [1.975, -6.794, -2.639], [2.699, -6.043, -1.672], [3.109, -6.913, -0.698], [2.658, -8.159, -1.037], [1.968, -8.096, -2.217], [1.515, -6.420, -3.539], [2.899, -4.984, -1.695], [3.679, -6.754, 0.201], [2.809, -8.993, -0.502], [1.535, -8.978, -2.655], [-4.861, 1.941, 2.270], [-4.163, 3.094, 1.816], [-3.085, 2.660, 1.091], [-3.101, 1.294, 1.100], [-4.179, 0.845, 1.809], [-5.759, 1.920, 2.865], [-4.426, 4.123, 2.000], [-2.310, 3.204, 0.577], [-2.405, 0.724, 0.651], [-4.368, -0.209, 1.927], [-1.486, 5.832, 3.241], [-0.620, 6.654, 4.011], [-0.203, 5.914, 5.086], [-0.783, 4.680, 4.996], [-1.566, 4.618, 3.875], [-1.993, 6.100, 2.329], [-0.337, 7.672, 3.800], [0.453, 6.161, 5.903], [-0.659, 3.933, 5.655], [-2.111, 3.722, 3.623], [-5.931, 4.146, 6.729], [-5.542, 5.355, 7.366], [-4.445, 5.830, 6.694], [-4.158, 4.956, 5.685], [-5.056, 3.932, 5.693], [-6.760, 3.511, 7.001], [-6.012, 5.820, 8.216], [-3.847, 6.711, 6.849], [-3.397, 5.036, 5.026], [-4.994, 3.141, 4.963], [3.993, 1.487, -6.600], [4.684, 1.753, -7.814], [5.677, 0.818, -7.936], [5.614, -0.003, -6.844], [4.591, 0.397, -6.027], [3.155, 2.028, -6.197], [4.472, 2.541, -8.518], [6.416, 0.666, -8.704], [6.223, -0.780, -6.671], [4.376, -0.133, -5.113], [1.588, -4.963, -6.660], [0.385, -4.446, -7.215], [0.144, -3.238, -6.615], [1.153, -3.008, -5.724], [2.038, -4.050, -5.743], [2.068, -5.895, -6.908], [-0.232, -4.908, -7.967], [-0.653, -2.526, -6.745], [1.232, -2.192, -5.143], [2.908, -4.054, -5.108], [-4.587, -0.992, 8.136], [-4.585, -1.415, 6.779], [-5.027, -0.361, 6.024], [-5.297, 0.678, 6.871], [-5.030, 0.305, 8.157], [-4.297, -1.572, 8.996], [-4.293, -2.381, 6.402], [-5.171, -0.261, 4.961], [-5.637, 1.580, 6.591], [-5.176, 0.991, 8.974]],
  "lowdin_charge": [-0.0983, -0.2602, -0.2010, -0.1427, -0.4140, 0.7787, -0.3787, 0.0291, -0.5423, 0.1675, 0.0356, -0.3790, -0.1732, -0.7070, -0.1616, 0.8731, -0.5504, 0.8848, -0.2578, -0.1131, 0.0574, 0.0577, 0.0758, 0.0589, 0.1142, 0.1066, 0.0995, 0.0839, 0.1020, -0.0232, 0.0368, 0.0646, 0.1335, 0.0523, 0.0810, 0.0467, 0.0696, 0.0830, 0.1074, 0.1231, 0.0484, 0.0706, 0.0782, -0.1078, -0.1286, -0.1398, 0.0029, -0.1352, 0.0838, 0.0761, 0.1047, 0.1427, 0.1065, -0.1171, -0.1218, -0.1503, -0.0031, -0.1306, 0.0884, 0.0960, 0.1077, 0.0284, 0.1082, -0.1034, -0.1010, -0.1326, 0.0153, -0.1900, 0.0950, 0.0919, 0.1079, 0.1499, 0.0992, -0.1234, -0.1061, -0.1305, 0.0254, -0.1490, 0.0899, 0.0896, 0.1080, 0.0947, 0.0893, -0.0953, -0.1058, -0.1455, 0.0009, -0.1443, 0.0708, 0.0890, 0.1031, 0.1390, 0.0561, -0.1166, -0.1104, -0.1309, 0.0156, -0.1507, 0.0881, 0.0877, 0.1112, 0.1227, 0.0991, -0.1161, -0.1168, -0.1426, 0.0149, -0.1385, 0.0869, 0.0858, 0.0952, 0.0921, 0.1065],
  "e_homo_ev": -8.001,
  "gap_ev": 7.850,
  "e_lumo_ha": -0.006,
  "smiles": "CCCC[C@]1([PH2]=O)OC(=O)O[C@@]1(C[C@H](C)I)[C@H](Br)CC.c1cc[nH]c1.c1cc[nH]c1.c1cc[nH]c1.c1cc[nH]c1.c1cc[nH]c1.c1cc[nH]c1.c1cc[nH]c1"
}